Entry 1:
Density functional theory data (ωB97M-V/def2-TZVPD) for a 2-piece molecular cluster, C2H4O2 overall at a distorted geometry.

Values from the calculation:
- DFT total energy: -228.902248 Eh
- HOMO (alpha / beta): -0.2567 / -0.4572 hartree
- Multiplicity: 3
- Kohn-Sham gap (alpha / beta): 7.62 / 11.96 eV
- <S²>: 2.01

Each line ends with the Mulliken spin population.
CARTESIAN COORDINATES (ANGSTROEM)
C1 1.658 0.202 0.110  0.578
C2 -1.066 0.161 -0.465  0.851
O1 2.640 0.869 0.178  0.265
O2 -1.673 -0.009 0.755  0.116
H1 1.742 -0.914 0.091  0.156
H2 -0.463 -0.568 -0.739  0.015
H3 -1.207 1.157 -0.918  0.020
H4 -1.631 -0.899 0.989  -0.002



Entry 2:
Density functional theory data (ωB97M-V/def2-TZVPD) for an isolated ion of composition C2H4O2P and charge -1 at a distorted geometry.

Values from the calculation:
- DFT total energy: -570.411582 Eh
- HOMO: -0.1379 hartree
- Kohn-Sham gap: 7.99 eV
- Net charge: -1

Each line ends with the natural charge from an NBO analysis.
CARTESIAN COORDINATES (ANGSTROEM)
C1 -1.561 -0.884 0.310  -0.023
C2 1.252 1.003 0.504  -1.153
O1 1.325 -1.610 0.081  -1.140
O2 -2.490 -0.085 0.070  -0.738
P1 0.481 -0.383 -0.013  1.421
H1 -1.322 -1.748 -0.225  0.112
H2 -1.136 -1.238 1.299  0.109
H3 2.329 1.010 0.819  0.204
H4 0.949 2.006 0.639  0.208



Entry 3:
Density functional theory data (ωB97M-V/def2-TZVPD) for C2H4O2S as an isolated structure at a distorted geometry.

Values from the calculation:
- DFT total energy: -627.181794 Eh
- HOMO: -0.3582 hartree
- Kohn-Sham gap: 10.29 eV

Each line ends with the natural charge from an NBO analysis.
CARTESIAN COORDINATES (ANGSTROEM)
C1 -0.671 -0.842 -0.061  -0.083
C2 -0.255 0.826 -0.092  -0.625
O1 2.298 0.709 0.600  -0.887
O2 0.602 -1.293 0.237  -0.684
S1 1.412 0.104 -0.434  1.442
H1 -1.399 -1.141 0.757  0.207
H2 -0.990 -1.144 -1.135  0.173
H3 -0.736 1.379 -0.787  0.207
H4 -0.261 1.403 0.917  0.250